The following is a DFT calculation (ωB97M-V/def2-TZVPD) of 2 unconnected molecules or ions with the total composition C4H9Cl4N2O2P.

E_HOMO = -8.980 eV
Max |F| = 0.95 eV Å⁻¹

Last column: Löwdin charge in e.
CARTESIAN COORDINATES (ANGSTROEM)
1 N 1.57099 -1.84903 -1.30160  -0.030
2 C 0.76426 -0.82324 -1.96559  -0.387
3 P -0.03827 0.31136 -0.79767  1.087
4 C -1.68132 0.85660 -1.37667  -0.380
5 N -2.74494 -0.12280 -1.13544  -0.041
6 C 1.16496 1.74330 -0.40881  -0.846
7 O 1.66719 2.15130 -1.44527  -0.013
8 O 1.19054 2.01127 0.76935  -0.046
9 H 1.65333 -1.72441 -0.30213  0.027
10 H 1.22651 -2.77946 -1.48521  0.066
11 H 0.04591 -1.25638 -2.66427  0.089
12 H 1.42583 -0.16027 -2.53664  0.084
13 H -0.27713 -0.42758 0.35991  -0.005
14 H -1.64389 1.04924 -2.44911  0.099
15 H -1.93033 1.77639 -0.84436  0.097
16 H -2.81002 -0.36174 -0.15366  0.061
17 H -2.59174 -0.97632 -1.65805  0.062
18 C 0.60396 0.12459 3.88057  -2.050
19 Cl 1.41123 -0.79288 2.59870  0.525
20 Cl 1.70709 1.33077 4.51680  0.556
21 Cl -0.83965 0.91011 3.23310  0.524
22 Cl 0.12547 -0.99083 5.16606  0.521